94
Properties=species:S:1:pos:R:3:forces:R:3:lowdin_charge:R:1 method="wB97M-V/def2-TZVPD" gap_ev="6.98 / 6.98" homo_energy_ev="-7.46 / -7.46" multiplicity=7 total_energy_ev=-158468.562 relative_energy_ev=1.783 charge=0
Tb 11.217639 9.461597 13.208345 -0.9014 -0.3422 -0.5407 1.559
As 11.289735 13.454000 10.689044 1.2198 -1.0952 -0.3547 1.316
S 10.644158 12.280751 13.695151 0.3235 -0.5076 0.3961 0.484
O 9.945269 9.369099 11.382085 0.0129 -0.3198 0.2419 -0.228
O 9.612780 9.576032 15.072659 -0.0030 0.3503 0.5892 -0.225
O 8.268945 8.699504 10.076567 -0.5107 -0.3138 -0.2310 0.090
O 11.763567 5.116182 13.038530 0.8129 -1.3807 -0.2590 0.092
O 12.016458 7.342969 13.262124 -0.2019 -0.2141 -0.4274 -0.231
O 14.895255 7.015177 9.196337 1.3164 1.0095 -0.1011 0.061
N 14.052351 13.796042 14.432076 0.9073 1.1348 -0.6859 0.147
N 16.883422 8.139451 9.024210 2.3922 1.8254 -1.1960 0.157
N 13.229815 15.703952 13.161946 0.5271 -1.1663 1.0420 0.097
N 9.366783 7.782419 13.332535 -2.2523 -1.5670 -0.3772 -0.233
N 12.912799 9.815496 15.042062 2.5405 0.4401 0.0447 -0.025
N 13.369972 9.773461 11.783692 -1.2362 1.4157 0.7700 0.000
C 15.121727 9.010500 10.459719 1.9997 -0.7977 -0.9399 -0.121
C 10.267976 15.954121 10.081900 -1.3195 2.5636 0.5662 -0.150
C 8.244453 8.159555 12.426420 1.9844 -0.9161 -0.9097 -0.100
C 15.217585 9.302308 15.522827 1.0464 -0.3245 -0.0326 -0.041
C 14.288894 11.339292 16.370920 -0.8947 0.8985 -0.2645 -0.196
C 10.362222 15.747508 7.262876 -0.7824 0.9794 -1.0866 -0.104
C 14.334209 12.597832 17.183867 -0.4544 0.4840 0.1270 -0.009
C 9.803561 16.998893 9.242452 0.1550 -0.0742 0.5389 -0.091
C 13.305152 11.044919 7.955849 2.0361 -2.4911 -0.3821 -0.104
C 6.996175 12.106787 11.948422 -0.1607 -0.8386 -0.3956 -0.107
C 10.800451 14.880454 9.486937 0.0680 -2.1030 -1.4285 -0.440
C 11.338851 9.798138 8.505430 0.7059 0.9221 -0.2348 -0.065
C 9.328236 12.361438 12.522080 -0.8557 0.0290 0.5400 -0.725
C 10.870489 10.923219 9.211817 -0.8089 -1.1035 -0.9556 -0.099
C 15.948491 9.990618 10.981594 0.2542 0.0105 -0.1828 0.003
C 8.501338 12.901769 10.298305 0.4044 0.5607 0.0847 -0.107
C 12.574489 16.065947 14.258899 -0.6001 0.5902 0.2156 -0.132
C 9.817716 6.495322 12.715911 1.1237 -1.1595 1.5189 -0.076
C 7.991746 12.040302 12.894412 0.8488 0.2305 0.0956 -0.120
C 15.631281 7.967298 9.461684 -2.5059 -0.5856 0.9650 -0.485
C 12.932642 12.058396 8.798779 1.4581 0.4108 -1.5490 -0.194
C 14.077456 10.861530 12.148163 0.2078 -0.9839 0.4592 -0.137
C 9.557607 12.804236 11.232948 -0.8204 0.6918 -1.1894 -0.451
C 14.027391 9.006909 14.932002 -1.6119 0.7513 -0.0028 -0.121
C 13.598939 14.389187 15.553372 -0.1580 -0.9922 -0.9258 -0.328
C 15.335046 10.475802 16.255632 0.9531 -0.2524 0.2350 -0.016
C 7.234564 12.525082 10.652453 -1.0202 -0.0485 -0.7673 -0.095
C 11.355885 6.231274 12.998642 -1.6155 1.9832 1.1629 -0.609
C 13.979040 14.566804 13.348095 -1.2137 -0.0438 -0.8637 -0.195
C 8.810481 8.748466 11.152740 1.2550 1.0316 0.1671 -0.611
C 13.956489 13.852227 16.831533 0.9347 -2.1617 1.4602 -0.040
C 13.131682 10.981547 15.676124 -0.8106 -0.7411 0.0213 -0.106
C 11.683327 12.015379 9.331786 -1.2828 1.7117 2.5191 -0.404
C 13.845998 8.908416 10.903740 -1.9098 0.1805 -0.2320 -0.070
C 10.792924 14.745753 8.059957 2.0219 -2.4877 0.9645 -0.115
C 8.497251 8.762204 15.461818 0.3088 -0.3414 -1.1035 -0.171
C 15.403403 10.958478 11.814223 0.7080 0.8111 -0.5488 -0.036
C 8.746697 7.478613 14.684532 1.3834 -1.0482 -0.3669 -0.133
C 12.791400 15.476313 15.499724 -0.2630 1.3803 1.0183 -0.023
C 9.890176 16.944814 7.862596 0.0181 -0.9195 0.6576 -0.083
C 12.563132 9.822435 7.835788 -0.5457 2.5398 1.2256 -0.064
H 13.985110 14.568291 17.633193 -0.1148 0.2862 0.2178 0.107
H 9.540838 17.803615 7.327452 -0.1232 0.1000 -0.5678 0.090
H 8.666176 13.350469 9.314851 0.1656 -0.3365 0.2397 0.110
H 13.660992 11.611890 12.829737 -0.3384 -0.3708 -0.3185 0.081
H 12.923186 8.995922 7.280084 0.3315 -0.6250 -0.4055 0.087
H 12.460253 15.912171 16.474819 -0.0733 -0.2860 -1.2264 0.134
H 9.520773 6.926274 15.242401 -0.1306 0.0648 -0.2004 0.135
H 16.086323 8.635978 15.375878 -0.6372 0.4621 0.1142 0.127
H 6.355284 12.524382 9.955388 1.1906 0.1172 0.5156 0.123
H 14.463997 14.198897 12.429458 -0.1858 0.1613 0.5371 0.103
H 7.779512 11.809913 13.940689 0.0387 -0.1859 -0.3224 0.092
H 9.791679 6.516486 11.642767 -0.4015 0.3870 -0.6013 0.123
H 12.297333 11.644498 15.617808 -0.4583 0.5456 0.3046 0.050
H 11.285651 13.776346 7.608578 -1.3648 2.0238 0.8669 0.132
H 10.114265 16.071018 11.193125 0.4106 -0.3379 -1.2758 0.121
H 13.095651 8.234877 10.460099 0.7841 -0.1030 0.4820 0.147
H 7.620380 8.851961 12.830734 -1.6525 2.3811 1.4633 0.093
H 16.279029 10.766155 16.687914 0.2351 -0.1840 0.1970 0.123
H 10.296334 15.535124 6.177936 0.2103 0.6157 0.6783 0.112
H 10.725814 8.940266 8.521793 -0.6279 -0.9426 -0.1933 0.091
H 13.889768 8.181981 14.274465 -0.0397 -0.8659 -0.1327 0.084
H 17.242303 7.564169 8.276697 -0.4178 -0.4127 0.1400 0.114
H 17.349903 9.087368 8.971303 -1.2326 -1.6555 0.4429 0.128
H 7.586049 9.251766 15.108870 -0.1021 0.0171 0.4816 0.122
H 9.160915 5.611233 13.045368 1.0636 1.2025 -0.3608 0.157
H 15.941239 11.857647 12.118749 0.1206 -0.4577 0.0555 0.114
H 9.471019 10.485629 15.360373 0.2103 0.3825 -0.1228 0.051
H 13.638049 12.912158 8.851242 -0.7166 -0.4221 0.4536 0.115
H 14.589412 12.456818 18.256457 -0.0271 0.0366 -0.8708 0.122
H 6.030046 11.655101 12.043668 -0.5881 0.1589 0.9682 0.097
H 7.910170 6.751254 14.561278 0.1858 0.8624 0.2035 0.142
H 7.633837 7.322642 12.205724 -0.5988 -1.0929 -0.2834 0.125
H 11.825563 16.876096 14.234734 0.6092 -0.2478 -0.4888 0.118
H 14.376383 11.038403 7.600433 -1.3211 0.1510 -0.0781 0.110
H 17.002826 9.956820 10.688165 -0.3806 0.4384 0.3722 0.112
H 9.819561 10.874351 9.561742 1.1555 0.1662 0.0451 0.096
H 9.347049 17.848812 9.734498 0.0659 0.2021 -0.1935 0.095
H 8.548475 8.569522 16.539434 -0.4336 0.1483 -0.2287 0.132